Below is C33H27NO7PSc as an isolated structure, with properties calculated with ωB97M-V with the def2-TZVPD basis set.

Output
Relative energy (zero: lowest compared OMol25 entry of this formula, charge and spin) = 25.25 kJ/mol
Orbital gap = 0.294 Eh
E_tot = -80478.6872 eV
HOMO level = -8.67 eV
Molecular weight = 625.51 g/mol
E_LUMO = -0.687 eV

```
! RIJCOSX wB97M-V def2-TZVPD def2/J DEFGRID3
* xyz 0 1
Sc 0.425 0.194 -0.238
O -1.127 3.132 1.964
C -0.487 2.918 0.963
O 0.239 1.832 0.785
C -0.427 3.938 -0.155
C -0.541 5.264 0.263
C -0.508 6.308 -0.641
C -0.398 6.039 -1.999
C -0.318 4.725 -2.424
C -0.309 3.659 -1.522
P -0.331 1.965 -2.222
C -1.947 1.911 -3.064
C -3.057 1.469 -2.348
C -4.318 1.489 -2.932
C -4.480 1.944 -4.231
C -3.377 2.388 -4.950
C -2.119 2.374 -4.370
C 0.898 1.978 -3.562
C 2.023 2.792 -3.538
C 3.011 2.656 -4.504
C 2.885 1.701 -5.500
C 1.771 0.871 -5.523
C 0.788 1.004 -4.557
H -0.661 5.455 1.321
H -0.584 7.330 -0.293
H -0.386 6.841 -2.725
H -0.261 4.519 -3.486
H -2.947 1.096 -1.339
H -5.169 1.138 -2.363
H -5.463 1.952 -4.685
H -3.495 2.748 -5.964
H -1.265 2.716 -4.942
H 2.157 3.516 -2.747
H 3.886 3.292 -4.462
H 3.658 1.602 -6.252
H 1.672 0.117 -6.293
H -0.077 0.351 -4.589
C 3.267 1.853 2.012
C 3.256 0.693 1.040
C 4.534 -0.132 1.116
O 2.118 -0.189 1.323
C 3.081 1.150 -0.417
O 3.749 2.060 -0.848
O 2.217 0.434 -1.111
H 3.581 1.512 3.003
H 2.282 2.310 2.080
H 3.984 2.596 1.666
H 4.572 -0.659 2.072
H 5.403 0.522 1.042
H 4.589 -0.868 0.316
H 1.954 -0.188 2.270
O -3.226 -1.776 -0.121
C -2.053 -1.486 -0.121
O -1.541 -0.295 -0.209
C -0.994 -2.575 -0.033
C -1.384 -3.905 0.221
C -0.415 -4.856 0.287
C 0.938 -4.506 0.059
C 1.979 -5.469 0.066
C 3.258 -5.094 -0.214
C 3.549 -3.743 -0.521
C 2.569 -2.794 -0.521
C 1.239 -3.159 -0.211
N 0.252 -2.202 -0.216
H -2.434 -4.116 0.357
H -0.665 -5.890 0.494
H 1.734 -6.501 0.284
H 4.053 -5.829 -0.216
H 4.564 -3.459 -0.768
H 2.783 -1.767 -0.777
*
```

=====

Below is C22H33N2NiOP3 as an isolated structure, with properties calculated with ωB97M-V with the def2-TZVPD basis set.

Output
Orbital gap (alpha / beta) = 0.253 / 0.218 Eh
E_tot = -97276.1493 eV
HOMO level (alpha / beta) = -9.56 / -9.42 eV
Molecular weight = 493.13 g/mol
E_LUMO (alpha / beta) = -2.665 / -3.496 eV

```
! RIJCOSX wB97M-V def2-TZVPD def2/J DEFGRID3
* xyz 1 4
Ni 0.086 -0.248 -0.360
P 1.516 2.084 -1.274
P 1.787 -1.502 -0.077
N -1.234 0.679 -1.474
N -0.737 -1.795 -1.222
H -2.851 0.195 -2.770
H -2.815 -2.199 -1.385
H -3.161 0.005 -1.015
C -2.403 -0.120 -1.812
H -1.977 -1.921 -2.935
C -2.027 -1.602 -1.878
H -1.730 2.069 -2.988
H -0.551 -3.802 -1.821
C -0.866 1.649 -2.432
C -0.070 -2.947 -1.317
H -0.587 3.081 -0.832
C -0.053 2.777 -1.746
H 0.077 3.630 -2.428
H 2.978 -1.224 -0.800
H 2.227 -1.906 1.212
H 2.461 3.037 -0.864
H 1.274 1.052 -0.265
O 2.175 1.372 -2.588
C 1.459 0.960 -3.699
C 1.413 1.923 -4.824
C 1.593 -0.471 -4.037
H -0.206 1.129 -3.163
H 0.895 2.863 -4.577
H 2.429 2.160 -5.191
H 0.875 1.432 -5.645
H 1.323 -1.144 -3.211
H 0.944 -0.665 -4.903
H 2.628 -0.707 -4.347
C 1.210 -3.024 -0.787
H 1.783 -3.946 -0.810
C -2.687 -0.243 1.698
P -0.887 -0.166 1.596
C -0.424 1.367 2.471
C -1.322 2.447 2.500
C -0.925 3.675 3.028
C 0.368 3.839 3.529
C 1.275 2.776 3.478
C 0.893 1.556 2.928
C -0.415 -1.604 2.633
C 0.450 -1.529 3.734
C 1.053 -2.684 4.221
C 0.745 -3.931 3.670
C -0.210 -4.022 2.657
C -0.817 -2.872 2.168
H -3.136 0.576 1.129
H -2.989 -0.171 2.753
H -3.043 -1.196 1.290
H -2.336 2.328 2.120
H -1.633 4.503 3.048
H 0.671 4.795 3.953
H 2.287 2.898 3.870
H 1.621 0.741 2.868
H 0.654 -0.568 4.210
H 1.779 -2.611 5.035
H 1.238 -4.830 4.034
H -0.485 -4.993 2.239
H -1.590 -2.954 1.405
*
```

=====

Below is one molecule with the formula C20H28N4O3S, with properties calculated with ωB97M-V with the def2-TZVPD basis set.

Output
Relative energy (zero: lowest compared OMol25 entry of this formula, charge and spin) = 212.11 kJ/mol
Orbital gap = 0.339 Eh
E_tot = -44133.0640 eV
HOMO level = -8.59 eV
Structure (SMILES) = Cc1ccc(S(=O)(=O)N2CCN(C(=O)CCn3nc(C)c(C)c3C)CC2)cc1
Molecular weight = 404.54 g/mol
E_LUMO = 0.639 eV

```
! RIJCOSX wB97M-V def2-TZVPD def2/J DEFGRID3
* xyz 0 1
C 5.509 0.920 0.371
C 4.440 0.018 -0.162
C 4.013 -1.084 0.571
C 3.001 -1.899 0.094
C 2.416 -1.613 -1.124
S 1.080 -2.643 -1.705
O 1.033 -2.578 -3.140
O 1.163 -3.928 -1.075
N -0.239 -1.840 -1.038
C -1.252 -2.686 -0.441
C -2.302 -1.832 0.262
N -2.876 -0.865 -0.663
C -3.781 0.082 -0.336
O -4.187 0.891 -1.154
C -4.248 0.154 1.109
C -3.634 1.419 1.735
N -2.205 1.426 1.580
N -1.463 0.553 2.269
C -0.213 0.727 1.873
C 0.902 -0.094 2.413
C -0.144 1.737 0.891
C 1.092 2.223 0.215
C -1.451 2.161 0.724
C -2.029 3.196 -0.172
C -2.265 -0.815 -1.977
C -0.750 -0.731 -1.827
C 2.832 -0.531 -1.875
C 3.842 0.282 -1.391
H 6.082 1.366 -0.438
H 6.185 0.377 1.027
H 5.056 1.727 0.947
H 4.474 -1.303 1.523
H 2.666 -2.768 0.638
H -1.724 -3.337 -1.189
H -0.747 -3.326 0.282
H -1.832 -1.314 1.105
H -3.086 -2.498 0.641
H -3.965 -0.718 1.690
H -5.334 0.258 1.112
H -4.041 2.304 1.246
H -3.868 1.449 2.803
H 1.712 0.545 2.761
H 0.540 -0.700 3.238
H 1.294 -0.747 1.633
H 1.739 1.384 -0.036
H 1.648 2.894 0.872
H 0.850 2.764 -0.697
H -2.823 2.774 -0.787
H -2.442 4.023 0.407
H -1.255 3.591 -0.824
H -2.650 0.073 -2.482
H -2.544 -1.697 -2.562
H -0.279 -0.757 -2.812
H -0.484 0.205 -1.321
H 2.371 -0.348 -2.833
H 4.172 1.131 -1.972
*
```

=====

Below is C33H31N4O as an isolated structure, with properties calculated with ωB97M-V with the def2-TZVPD basis set.

Output
Relative energy (zero: lowest compared OMol25 entry of this formula, charge and spin) = 451.47 kJ/mol
Orbital gap = 0.194 Eh
E_tot = -42718.6589 eV
HOMO level = -9.28 eV
Molecular weight = 499.64 g/mol
E_LUMO = -3.998 eV

```
! RIJCOSX wB97M-V def2-TZVPD def2/J DEFGRID3
* xyz 1 1
C 5.535 1.876 -2.797
C 4.356 0.948 -2.517
N 3.120 1.669 -2.134
C 2.061 0.923 -1.795
C 0.743 1.429 -1.798
C -0.385 0.865 -1.218
C -1.667 1.505 -1.295
C -2.831 1.204 -0.533
C -4.019 1.938 -0.654
C -4.071 3.067 -1.512
C -2.960 3.370 -2.319
C -1.813 2.586 -2.232
C 3.041 3.122 -2.306
C 4.380 3.856 -2.123
O 5.505 3.008 -1.921
H 6.468 1.342 -2.537
H 5.530 2.168 -3.873
H 4.155 0.327 -3.406
H 4.624 0.279 -1.681
H 2.308 -0.134 -1.632
H 0.605 2.392 -2.298
H -0.036 -0.287 -0.707
H -2.785 0.366 0.174
H -4.920 1.655 -0.080
H -4.969 3.697 -1.569
H -2.993 4.222 -3.030
H -1.007 2.837 -2.925
H 2.684 3.387 -3.317
H 2.323 3.533 -1.585
H 4.584 4.493 -3.008
H 4.348 4.494 -1.226
C -3.636 -3.384 -3.265
C -2.989 -2.151 -3.436
C -2.017 -1.732 -2.519
C -1.779 -2.549 -1.413
N -1.096 -2.063 -0.270
C -0.806 -0.775 0.086
N -0.290 -0.904 1.362
C -0.088 0.199 2.238
C 0.443 1.365 1.709
C 0.583 2.512 2.513
C 0.150 2.474 3.843
C -0.385 1.294 4.374
C -0.514 0.154 3.555
C -0.520 -2.249 1.784
C -0.143 -2.872 3.048
C -0.992 -3.903 3.510
C -0.689 -4.572 4.689
C 0.459 -4.233 5.421
C 1.321 -3.229 4.949
C 1.034 -2.555 3.760
N -1.048 -2.934 0.804
C -2.363 -3.795 -1.247
C -3.303 -4.217 -2.192
H -4.393 -3.720 -3.973
H -3.245 -1.523 -4.295
H -1.490 -0.786 -2.612
H 0.735 1.383 0.654
H 1.039 3.421 2.088
H 0.228 3.351 4.483
H -0.699 1.225 5.414
H -0.928 -0.770 3.953
H -1.886 -4.159 2.938
H -1.353 -5.365 5.043
H 0.683 -4.753 6.360
H 2.217 -2.974 5.517
H 1.717 -1.790 3.395
H -2.118 -4.357 -0.355
H -3.752 -5.200 -2.059
*
```

=====

Below is C21H43CrN2P3S as an isolated structure, with properties calculated with ωB97M-V with the def2-TZVPD basis set.

Output
Relative energy (zero: lowest compared OMol25 entry of this formula, charge and spin) = 78.63 kJ/mol
Orbital gap (alpha / beta) = 0.237 / 0.193 Eh
E_tot = -92549.8693 eV
HOMO level (alpha / beta) = -17.05 / -17.05 eV
Molecular weight = 500.57 g/mol
E_LUMO (alpha / beta) = -10.600 / -11.794 eV

```
! RIJCOSX wB97M-V def2-TZVPD def2/J DEFGRID3
* xyz 3 4
Cr 0.413 0.054 -0.065
P -1.636 -1.698 0.404
P 2.419 -1.363 -0.525
P -0.500 -0.453 -2.413
H -2.376 3.305 2.395
C -3.249 2.749 2.027
C -3.610 1.551 2.520
H -3.018 1.030 3.279
C -2.234 -1.700 2.144
C -1.224 -3.494 0.210
C -3.282 -1.650 -0.417
C 3.876 -0.275 -0.266
C 2.856 -2.753 0.577
C 2.797 -2.148 -2.140
C -2.097 0.380 -2.762
C -0.813 -2.150 -3.034
C 0.612 0.235 -3.696
H -3.920 3.292 1.344
H -4.512 1.047 2.165
H -2.278 -0.695 2.578
H -1.595 -2.330 2.772
H -3.250 -2.116 2.146
H -0.262 -3.741 0.675
H -1.147 -3.749 -0.852
H -1.996 -4.131 0.669
H -3.544 -0.629 -0.712
H -4.030 -1.991 0.313
H -3.343 -2.300 -1.299
H 4.789 -0.826 -0.498
H 3.882 0.082 0.771
H 3.775 0.588 -0.932
H 3.698 -3.269 0.102
H 2.052 -3.481 0.716
H 3.178 -2.395 1.557
H 3.847 -2.481 -2.098
H 2.687 -1.460 -2.984
H 2.165 -3.031 -2.318
H -1.857 1.120 -3.530
H -2.566 0.923 -1.931
H -2.824 -0.339 -3.165
H -0.966 -2.131 -4.119
H -1.694 -2.612 -2.584
H 0.046 -2.788 -2.827
H 0.466 1.319 -3.773
H 0.426 -0.231 -4.677
H 1.655 0.052 -3.423
C 0.130 3.646 -1.079
C 1.251 4.116 -1.831
C 1.313 5.483 -2.147
C 0.265 6.346 -1.764
C -0.818 5.895 -0.977
C -0.853 4.565 -0.632
S -0.388 2.028 -0.824
H 1.927 0.301 -0.058
H 2.035 3.440 -2.176
H 2.162 5.891 -2.750
H 0.250 7.375 -2.130
H -1.636 6.569 -0.686
H -1.696 4.172 -0.074
C 1.185 -2.405 4.802
N 1.211 -1.334 3.800
C 1.532 -0.004 4.032
C 1.299 0.658 2.863
N 0.795 -0.246 1.940
C 0.784 -1.436 2.536
H 1.940 -2.212 5.581
H 0.189 -2.455 5.284
H 1.408 -3.369 4.314
H 1.921 0.360 4.971
H 1.474 1.683 2.606
H 0.504 -2.384 2.072
*
```

=====

Below is a 2-piece molecular cluster, C18H26Br2ClNO4PS overall, with properties calculated with ωB97M-V with the def2-TZVPD basis set.

Output
Orbital gap = 0.173 Eh
E_tot = -201488.4291 eV
HOMO level = -11.57 eV
Molecular weight = 578.71 g/mol
E_LUMO = -6.853 eV

```
! RIJCOSX wB97M-V def2-TZVPD def2/J DEFGRID3
* xyz 1 1
C -0.411 -1.242 4.939
C -0.658 -1.095 3.434
Br -1.693 -2.569 2.676
C -1.186 0.277 3.063
Br -1.096 0.448 1.099
C -2.544 0.654 3.590
C -2.957 1.913 3.536
Cl -2.022 3.202 2.920
C -4.334 2.278 4.028
O -4.574 3.331 4.550
C -5.364 1.219 3.771
S -7.032 1.717 3.398
C -4.979 -0.046 3.832
P -6.019 -1.531 3.605
O -6.208 -2.228 4.885
C -3.529 -0.310 4.178
O -3.245 -1.212 4.915
H -0.817 -0.402 5.488
H 0.655 -1.253 5.121
H -0.827 -2.160 5.314
H 0.307 -1.182 2.962
H -0.476 1.000 3.438
H -7.103 1.517 2.069
H -7.223 -1.163 2.986
H -5.252 -2.338 2.735
C 4.423 -1.010 -3.957
C 3.031 -1.259 -3.328
C 1.925 -1.085 -4.381
C 1.665 0.371 -4.775
C 1.404 1.252 -3.551
C 2.499 1.161 -2.477
N 2.774 -0.302 -2.180
O 1.957 -0.751 -1.412
C 3.777 1.885 -2.947
C 2.062 1.907 -1.218
C 3.065 -2.709 -2.844
H 5.163 -0.743 -3.203
H 4.780 -1.912 -4.447
H 4.417 -0.238 -4.723
H 0.994 -1.515 -3.997
H 2.198 -1.667 -5.260
H 2.502 0.765 -5.354
H 0.797 0.410 -5.434
H 1.311 2.293 -3.853
H 0.442 0.967 -3.110
H 4.608 1.702 -2.265
H 3.601 2.958 -2.965
H 4.092 1.617 -3.951
H 1.103 1.559 -0.839
H 1.956 2.965 -1.439
H 2.802 1.806 -0.423
H 3.819 -2.848 -2.068
H 3.314 -3.358 -3.678
H 2.105 -3.045 -2.454
*
```